C41H40CoNO4PS3Sb | the ωB97M-V functional and the def2-TZVPD basis

Highest occupied orbital energy (spin up / spin down) = -4.5 / -5.4 eV
Multiplicity = 4
E_LUMO (spin up / spin down) = 1.031 / 1.499 eV
⟨S²⟩ = 3.868
Orbital gap (spin up / spin down) = 5.5 / 6.9 eV
Net charge = -1
Calculated total energy = -5101.0346 a.u.

Geometry (Å):
Co: 0.059103 0.616977 -1.661582
C: 1.436013 1.856080 -7.857792
C: 1.783456 1.380356 -6.471748
C: 2.935442 1.815354 -5.828274
C: 3.261846 1.362200 -4.557370
C: 2.424676 0.460423 -3.930466
C: 1.276615 0.005312 -4.562597
C: 0.950852 0.471060 -5.821888
S: 2.848289 -0.225427 -2.328437
O: 4.234749 0.102931 -2.104984
O: 2.507611 -1.622972 -2.426292
N: 1.907477 0.470756 -1.192201
C: 2.412653 1.799340 -0.834890
C: 1.718854 2.817547 -1.770614
O: 2.189007 3.915967 -2.001873
O: 0.614595 2.341003 -2.254991
H: 2.085286 2.673658 -8.167996
H: 0.401813 2.201185 -7.891982
H: 1.540122 1.041643 -8.577781
H: 3.583881 2.526054 -6.326957
H: 4.156582 1.697635 -4.050104
H: 0.666915 -0.738637 -4.066679
H: 0.042466 0.133055 -6.307030
H: 3.492694 1.848035 -0.938617
H: 2.140352 2.044711 0.192586
S: -1.841333 0.983702 -2.893231
C: -3.458967 0.782458 -2.214089
C: -3.812487 1.091008 -0.899800
C: -5.101704 0.860018 -0.444258
C: -6.073722 0.353069 -1.295183
C: -5.745131 0.092972 -2.617927
C: -4.453017 0.299541 -3.072909
H: -3.064759 1.504238 -0.242940
H: -5.348632 1.079740 0.588115
H: -7.076098 0.166204 -0.930394
H: -6.497525 -0.285041 -3.300145
H: -4.189641 0.083423 -4.101565
S: -0.546358 1.450517 0.532502
Sb: 0.717184 0.463263 2.281873
C: 2.173167 2.076192 2.885761
C: 3.227795 1.745854 3.723471
C: 4.032171 2.745704 4.256792
C: 3.785112 4.072715 3.934782
C: 2.736392 4.399013 3.084762
C: 1.922991 3.401076 2.564904
C: -0.184744 -1.549809 3.367654
C: -1.539348 -1.631229 3.646285
C: -2.019736 -2.679788 4.418775
C: -1.137801 -3.617138 4.944941
C: 0.219545 -3.517409 4.681728
C: 0.696643 -2.486376 3.876754
C: -0.506829 1.351534 3.857684
C: -0.074796 1.180767 5.170498
C: -0.783792 1.719184 6.232503
C: -1.948369 2.436692 5.992835
C: -2.380119 2.623965 4.688783
C: -1.662618 2.084250 3.627087
H: 3.423005 0.705362 3.965656
H: 4.850927 2.490147 4.919179
H: 4.411611 4.854466 4.346790
H: 2.553735 5.435212 2.826914
H: 1.092651 3.653192 1.912358
H: -2.220833 -0.876785 3.265407
H: -3.082550 -2.764680 4.613141
H: -1.511955 -4.420816 5.567478
H: 0.913200 -4.235805 5.103553
H: 1.755634 -2.422706 3.645110
H: 0.831773 0.614690 5.364261
H: -0.425295 1.583503 7.246272
H: -2.518776 2.840772 6.820596
H: -3.277847 3.199468 4.493517
H: -2.000147 2.237413 2.608736
C: -1.870482 -2.191469 -2.640497
P: -0.688582 -1.571932 -1.364554
C: -1.825745 -1.660275 0.060317
C: 0.254769 -3.120086 -1.097757
C: 0.577773 -3.557222 0.179712
C: 1.242698 -4.762414 0.361893
C: 1.592382 -5.539765 -0.729003
C: 1.272498 -5.107822 -2.009893
C: 0.612663 -3.906775 -2.191337
H: -1.541267 -1.967304 -3.653880
H: -2.821994 -1.689273 -2.477808
H: -1.994792 -3.266674 -2.518947
H: -2.299934 -2.642022 0.088221
H: -2.585077 -0.888405 -0.061629
H: -1.298259 -1.482432 0.990030
H: 0.311597 -2.966899 1.049305
H: 1.479964 -5.095839 1.364719
H: 2.121620 -6.473761 -0.586856
H: 1.541004 -5.707327 -2.870776
H: 0.389208 -3.570296 -3.195710

Atoms 1-6, force components in eV/Å:
-0.5047 1.0136 0.6847
-0.0063 -0.0257 0.1165
0.0234 0.0290 -0.0647
-0.0693 0.0240 -0.0418
0.0000 0.0878 0.0967
0.1350 -0.2299 0.2016

***

C41H40FN6O12 | the ωB97M-V functional and the def2-TZVPD basis

Highest occupied orbital energy = -11.3 eV
Multiplicity = 1
E_LUMO = -5.096 eV
Orbital gap = 6.2 eV
Net charge = +1
Calculated total energy = -2916.5452 a.u.

Geometry (Å):
O: -0.586819 1.046580 1.511701
C: -0.278246 1.740053 0.412611
F: 0.162649 1.067695 -0.831100
C: -0.362442 3.378119 0.433555
C: -1.609034 3.938178 1.357823
C: -1.308608 5.216169 2.342783
N: -2.381714 5.830996 3.217321
C: -3.793366 5.284834 3.207847
C: -4.286423 3.991898 2.274764
C: -5.868410 3.579901 2.384625
C: -6.295477 2.220674 1.575053
C: -7.244694 2.486690 0.246438
C: -8.530689 3.466000 0.519568
O: -8.225491 4.874675 0.101727
C: -3.152520 3.295637 1.317696
H: -0.470493 3.771393 -0.688119
H: 0.636630 3.834587 0.843391
H: -0.215520 5.665526 2.379098
H: -2.166121 6.653325 3.825209
H: -4.602366 5.827757 3.884947
H: -6.110688 3.375107 3.532117
H: -6.490922 4.542672 2.090812
H: -5.371386 1.577373 1.184321
H: -6.917551 1.462598 2.255981
H: -6.576652 2.887025 -0.626631
H: -7.695464 1.418509 -0.037936
H: -9.478196 3.117538 -0.095576
H: -8.844831 3.532012 1.668905
H: -7.435405 4.889634 -0.515557
H: -3.426005 2.388965 0.630461
C: 4.561656 0.515129 3.016681
C: 4.858559 1.386705 4.065653
C: 4.543979 2.742832 3.959099
C: 3.925187 3.216714 2.794066
C: 3.632986 2.345333 1.736343
C: 3.954909 0.991691 1.853345
N: 3.568878 4.636539 2.686313
O: 3.861028 5.378945 3.635621
O: 2.992895 5.010680 1.654662
H: 4.803724 -0.542465 3.106674
H: 5.332858 1.008023 4.968535
H: 4.781794 3.409130 4.785444
H: 3.157431 2.700545 0.824521
H: 3.729368 0.306692 1.039003
C: 1.605525 -3.688294 7.014244
C: 2.741300 -3.019766 7.473837
C: 3.711087 -2.584066 6.568812
C: 3.530273 -2.820223 5.199029
C: 2.394741 -3.497913 4.735598
C: 1.433117 -3.931380 5.650504
N: 4.533744 -2.342236 4.240360
O: 5.533591 -1.763638 4.691173
O: 4.321887 -2.540753 3.035475
H: 0.849372 -4.021149 7.723217
H: 2.869275 -2.835364 8.538343
H: 4.590529 -2.064447 6.942887
H: 2.244141 -3.692257 3.675741
H: 0.546667 -4.455656 5.300379
C: 4.125504 -6.522567 -0.944876
C: 3.890300 -5.477363 -0.050242
C: 2.788039 -5.523327 0.805504
C: 1.926419 -6.627998 0.759858
C: 2.155846 -7.675048 -0.142646
C: 3.259892 -7.616531 -0.995482
N: 0.780354 -6.694194 1.674530
O: 0.600457 -5.739360 2.445006
O: 0.061046 -7.702348 1.626967
H: 4.989444 -6.484899 -1.606231
H: 4.568617 -4.627431 -0.017760
H: 2.618593 -4.700852 1.497009
H: 1.492457 -8.535986 -0.192110
H: 3.448282 -8.425790 -1.697517
C: -0.824157 -1.487550 -1.883259
C: -1.912713 -2.357681 -1.961091
C: -2.472555 -2.668917 -3.201696
C: -1.928953 -2.104077 -4.363687
C: -0.841042 -1.224219 -4.287777
C: -0.291458 -0.918276 -3.041171
N: -2.496834 -2.447235 -5.672972
O: -3.470822 -3.214358 -5.696914
O: -1.967585 -1.953868 -6.679215
H: -0.387463 -1.252287 -0.914160
H: -2.323257 -2.796195 -1.054056
H: -3.320609 -3.348800 -3.245499
H: -0.412411 -0.774840 -5.181130
H: 0.555109 -0.238725 -2.972029
C: 0.646986 2.584908 -9.751999
C: 0.322962 1.232978 -9.627764
C: 0.672786 0.532866 -8.471538
C: 1.345995 1.200719 -7.439291
C: 1.679331 2.555950 -7.564589
C: 1.326740 3.244853 -8.726811
N: 1.693915 0.476735 -6.210768
O: 1.398741 -0.725915 -6.145896
O: 2.258816 1.110097 -5.307562
H: 0.367141 3.128009 -10.653071
H: -0.205584 0.725195 -10.431722
H: 0.413037 -0.520341 -8.390042
H: 2.206037 3.085349 -6.773347
H: 1.578348 4.297850 -8.832350

Atoms 1-6, force components in eV/Å:
2.2418 4.4952 -8.2417
-1.3536 -3.5927 5.4380
-1.2812 2.5447 3.9066
-0.3870 0.3122 -0.9232
-2.5124 1.5660 2.3354
-2.3453 -2.2035 -0.9609

***

C41H40IN4O4PSTi | the ωB97M-V functional and the def2-TZVPD basis

Highest occupied orbital energy (spin up / spin down) = -4.5 / -7.0 eV
Multiplicity = 3
E_LUMO (spin up / spin down) = -1.031 / -1.032 eV
⟨S²⟩ = 2.041
Orbital gap (spin up / spin down) = 3.4 / 5.9 eV
Net charge = 0
Calculated total energy = -3993.1204 a.u.

Geometry (Å):
Ti: 0.093651 0.065306 1.153738
N: -1.845365 -5.130894 -0.004387
C: -0.836310 -4.188472 0.672278
C: -0.449057 -3.159569 -0.355081
C: -1.455619 -2.017658 -0.601299
N: -0.728195 -0.746094 -0.573161
C: -2.654567 -2.078727 0.376348
C: -2.250690 -2.339106 1.828888
N: -1.471206 -1.162661 2.294189
C: -1.434465 -3.643627 1.972963
H: -1.434091 -5.502322 -0.853270
H: -2.667678 -4.602458 -0.259449
H: -2.117756 -5.891947 0.601726
H: 0.036418 -4.786761 0.904852
H: -0.212302 -3.668117 -1.299196
H: 0.464509 -2.728643 -0.010823
H: -1.883564 -2.171911 -1.595752
H: -1.339260 -0.031881 -0.944021
H: 0.213600 -0.571563 -2.230423
H: -3.395325 -2.827340 0.044973
H: -3.164055 -1.114057 0.335692
H: -3.145394 -2.439796 2.426786
H: -1.087320 -1.269804 3.216290
H: -2.067330 -0.350720 2.335813
H: -2.047358 -4.418141 2.452343
H: -0.594298 -3.468602 2.643350
O: -1.662961 3.545250 1.296237
C: -0.931867 2.614105 1.136053
O: -1.287362 1.335939 1.158377
C: 0.546265 2.774147 0.869649
C: 1.161379 3.998600 0.781889
C: 2.531001 4.059503 0.589988
C: 3.241134 2.873697 0.530375
C: 2.574184 1.672050 0.616084
N: 1.229899 1.600528 0.745080
H: 0.543739 4.883516 0.870812
H: 3.039480 5.012436 0.499350
H: 4.318856 2.874146 0.413425
H: 3.096024 0.730975 0.576062
O: 1.898363 -3.285128 1.770317
C: 1.837045 -2.130084 2.152237
O: 1.437025 -1.150850 1.355872
C: 2.227576 -1.765467 3.540845
C: 3.089156 -2.670844 4.182980
C: 3.553126 -2.445005 5.458243
C: 3.135567 -1.291104 6.127287
C: 2.279023 -0.397851 5.518379
C: 1.795483 -0.594706 4.205366
S: 0.661467 0.609779 3.608352
H: 3.387653 -3.555860 3.634671
H: 4.230301 -3.146512 5.933299
H: 3.485343 -1.094480 7.136106
H: 1.951567 0.492772 6.042661
I: 0.379422 2.177083 -2.493747
C: 0.486148 1.957659 -4.587104
C: -0.113886 2.990602 -5.296584
C: 0.063239 3.060010 -6.671534
C: 0.866123 2.128721 -7.305589
C: 1.473296 1.066123 -6.606264
C: 2.356109 0.163298 -7.284961
C: 2.999748 -0.877075 -6.600454
C: 2.731476 -1.105491 -5.270852
C: 1.831283 -0.241932 -4.535386
P: 1.366165 -0.966475 -3.028047
C: 0.835382 -2.683701 -3.388955
C: 1.531316 -3.851693 -3.141769
C: 0.961731 -5.093055 -3.437823
C: -0.293218 -5.168044 -4.016121
C: -0.963985 -3.993576 -4.343449
C: -0.392634 -2.762132 -4.038996
C: 2.797165 -1.070048 -1.905305
C: 2.842683 -1.993533 -0.857599
C: 3.944959 -2.042778 -0.013872
C: 5.000282 -1.159095 -0.198490
C: 4.942622 -0.211256 -1.215988
C: 3.839730 -0.159611 -2.062395
C: 1.229604 0.916179 -5.191461
H: -0.687054 3.749598 -4.774699
H: -0.393236 3.871931 -7.231212
H: 1.052836 2.205165 -8.373725
H: 2.534220 0.316575 -8.347579
H: 3.700472 -1.522354 -7.122780
H: 3.207970 -1.941355 -4.765430
H: 2.514694 -3.808956 -2.684767
H: 1.510496 -6.004788 -3.218661
H: -0.736850 -6.133769 -4.244220
H: -1.926150 -4.036890 -4.847367
H: -0.910305 -1.841895 -4.295058
H: 2.014830 -2.676575 -0.688152
H: 3.973466 -2.768482 0.795124
H: 5.866265 -1.207538 0.451201
H: 5.758390 0.490728 -1.353988
H: 3.788343 0.570740 -2.859862

Atoms 1-6, force components in eV/Å:
-1.1597 -2.5551 0.7958
0.4549 0.1396 0.2805
-0.1076 0.2347 0.2081
-0.6250 -0.0861 -0.3741
0.1098 0.3697 0.1038
-0.2444 -0.6079 -0.2389